{
  "formula": "C46H118O20",
  "method": "the ωB97M-V functional and the def2-TZVPD basis",
  "elements": ["C", "O", "C", "C", "O", "C", "H", "H", "H", "H", "H", "H", "H", "H", "H", "H", "C", "O", "C", "C", "O", "C", "H", "H", "H", "H", "H", "H", "H", "H", "H", "H", "C", "O", "C", "C", "O", "C", "H", "H", "H", "H", "H", "H", "H", "H", "H", "H", "C", "O", "C", "C", "O", "C", "H", "H", "H", "H", "H", "H", "H", "H", "H", "H", "C", "O", "C", "C", "O", "C", "H", "H", "H", "H", "H", "H", "H", "H", "H", "H", "C", "O", "C", "C", "O", "C", "H", "H", "H", "H", "H", "H", "H", "H", "H", "H", "C", "O", "C", "C", "O", "C", "H", "H", "H", "H", "H", "H", "H", "H", "H", "H", "C", "C", "C", "O", "H", "H", "H", "H", "H", "H", "H", "H", "C", "C", "C", "O", "H", "H", "H", "H", "H", "H", "H", "H", "C", "C", "C", "O", "H", "H", "H", "H", "H", "H", "H", "H", "C", "C", "C", "O", "H", "H", "H", "H", "H", "H", "H", "H", "C", "C", "C", "O", "H", "H", "H", "H", "H", "H", "H", "H", "C", "C", "C", "O", "H", "H", "H", "H", "H", "H", "H", "H"],
  "coordinates": [[10.228, 23.020, 18.491], [10.981, 22.656, 17.335], [10.745, 21.351, 16.815], [11.273, 20.140, 17.632], [10.496, 20.000, 18.777], [11.148, 19.219, 19.788], [10.255, 24.062, 18.809], [10.469, 22.436, 19.379], [9.190, 22.745, 18.305], [11.250, 21.314, 15.850], [9.734, 21.246, 16.420], [12.303, 20.344, 17.924], [11.273, 19.218, 17.050], [11.842, 19.916, 20.258], [11.750, 18.446, 19.311], [10.393, 18.871, 20.493], [10.992, 17.133, 22.847], [12.215, 17.219, 22.123], [12.652, 15.905, 21.745], [11.676, 15.106, 20.817], [10.557, 14.561, 21.551], [10.865, 13.521, 22.465], [10.171, 16.754, 22.237], [10.663, 18.131, 23.137], [11.128, 16.461, 23.695], [12.964, 15.433, 22.677], [13.620, 15.967, 21.248], [12.308, 14.335, 20.377], [11.390, 15.752, 19.987], [11.878, 13.581, 22.862], [10.756, 12.542, 21.997], [10.196, 13.553, 23.324], [18.568, 21.774, 10.443], [19.122, 21.391, 11.737], [18.155, 20.841, 12.578], [17.272, 21.891, 13.285], [16.363, 22.459, 12.345], [15.153, 21.693, 12.287], [17.777, 22.523, 10.479], [18.160, 20.929, 9.889], [19.405, 22.160, 9.860], [18.719, 20.360, 13.378], [17.554, 20.137, 12.003], [17.892, 22.720, 13.626], [16.756, 21.477, 14.151], [14.554, 21.914, 13.170], [15.256, 20.610, 12.355], [14.477, 21.991, 11.486], [19.408, 17.279, 13.571], [18.111, 17.836, 13.397], [17.187, 17.559, 14.478], [17.198, 16.124, 15.021], [16.620, 15.365, 14.013], [16.649, 13.951, 14.238], [19.441, 16.364, 12.979], [19.711, 17.063, 14.595], [20.101, 17.919, 13.025], [16.183, 17.771, 14.112], [17.401, 18.239, 15.302], [16.597, 15.894, 15.901], [18.203, 15.748, 15.215], [15.985, 13.491, 13.506], [16.274, 13.709, 15.232], [17.674, 13.638, 14.041], [9.501, 17.124, 17.089], [9.638, 15.927, 17.785], [9.768, 14.760, 17.063], [9.887, 13.543, 17.942], [10.121, 12.394, 17.150], [10.224, 11.289, 17.988], [8.688, 17.144, 16.363], [10.446, 17.368, 16.604], [9.099, 17.848, 17.797], [10.628, 14.861, 16.401], [8.930, 14.685, 16.370], [9.023, 13.415, 18.594], [10.664, 13.787, 18.667], [10.978, 11.402, 18.767], [10.370, 10.359, 17.439], [9.293, 11.128, 18.532], [13.382, 11.868, 16.120], [14.319, 11.223, 15.226], [14.606, 9.905, 15.737], [15.442, 9.093, 14.735], [16.919, 9.314, 15.018], [17.412, 10.546, 14.573], [13.651, 12.173, 17.131], [12.468, 11.288, 16.241], [13.181, 12.836, 15.660], [13.675, 9.376, 15.942], [15.180, 9.836, 16.661], [15.214, 9.370, 13.706], [15.301, 8.021, 14.873], [17.343, 11.205, 15.438], [16.891, 11.058, 13.763], [18.471, 10.454, 14.334], [11.015, 18.762, 13.689], [12.148, 19.241, 14.420], [13.361, 18.514, 14.223], [13.301, 17.173, 15.006], [13.846, 17.366, 16.292], [13.644, 16.216, 17.145], [11.296, 18.234, 12.778], [10.430, 19.643, 13.427], [10.340, 18.173, 14.310], [14.104, 19.132, 14.726], [13.670, 18.223, 13.219], [13.882, 16.367, 14.558], [12.319, 16.707, 14.933], [14.187, 16.279, 18.088], [13.915, 15.244, 16.733], [12.589, 16.210, 17.416], [13.017, 14.212, 12.673], [11.512, 14.107, 12.755], [10.955, 13.042, 13.731], [11.040, 15.377, 13.262], [13.428, 13.220, 12.486], [13.423, 14.611, 13.602], [13.309, 14.865, 11.851], [11.042, 13.973, 11.780], [11.343, 12.051, 13.494], [9.901, 12.871, 13.510], [11.102, 13.358, 14.764], [10.427, 15.776, 12.641], [7.698, 15.745, 11.645], [8.403, 16.774, 10.717], [7.775, 18.153, 10.741], [9.698, 16.888, 11.140], [8.262, 14.814, 11.705], [6.732, 15.522, 11.192], [7.731, 16.079, 12.682], [8.230, 16.568, 9.661], [7.875, 18.576, 11.740], [6.700, 18.124, 10.558], [8.333, 18.885, 10.157], [10.037, 17.753, 10.897], [12.611, 17.692, 10.202], [12.199, 19.158, 9.926], [12.321, 19.462, 8.432], [10.856, 19.314, 10.314], [12.813, 17.602, 11.269], [13.512, 17.509, 9.615], [11.892, 17.005, 9.756], [12.763, 19.931, 10.450], [13.380, 19.376, 8.189], [12.068, 20.502, 8.223], [11.706, 18.738, 7.898], [10.748, 20.261, 10.429], [16.920, 12.887, 18.686], [16.839, 13.784, 19.896], [16.918, 15.195, 19.460], [15.591, 13.543, 20.447], [17.879, 12.966, 18.175], [16.078, 13.025, 18.007], [16.834, 11.826, 18.924], [17.683, 13.552, 20.545], [16.172, 15.487, 18.721], [17.875, 15.547, 19.074], [16.689, 15.988, 20.171], [15.645, 13.931, 21.323], [9.615, 22.470, 12.047], [10.633, 23.035, 11.094], [11.975, 23.223, 11.805], [10.841, 22.209, 9.987], [8.762, 22.158, 11.445], [9.435, 23.245, 12.792], [9.979, 21.616, 12.618], [10.186, 23.938, 10.677], [12.637, 23.666, 11.061], [12.461, 22.307, 12.141], [11.861, 23.809, 12.717], [11.312, 22.721, 9.326], [15.393, 19.270, 19.386], [16.175, 19.410, 18.063], [15.472, 20.224, 17.025], [17.344, 20.052, 18.466], [15.937, 18.630, 20.081], [14.513, 18.670, 19.153], [15.247, 20.181, 19.966], [16.463, 18.436, 17.667], [14.416, 19.954, 17.019], [15.964, 20.215, 16.053], [15.400, 21.238, 17.420], [17.824, 19.366, 18.937]],
  "atomic_forces_ev_per_a": [[-0.9, -1.3, 0.2], [0.3, 0.2, 0.5], [0.7, -0.4, -0.7], [-0.4, 1.4, -0.3], [-0.9, -0.7, 0.8], [0.0, 1.2, -0.8], [0.5, 0.1, -0.9], [0.5, -0.2, -0.1], [-0.4, 0.2, -0.1], [0.7, 0.2, 0.1], [-0.7, -0.2, 0.9], [0.3, 0.2, -0.1], [0.0, 0.1, -0.3], [0.2, -0.2, 0.6], [-0.2, -0.5, 0.2], [0.2, -0.2, -0.2], [-0.2, 0.2, -0.4], [-0.2, -0.5, -0.6], [-0.2, 0.5, -0.1], [1.1, 0.0, 2.0], [0.3, 0.3, -0.7], [0.3, -0.1, -0.2], [0.1, -0.2, -0.1], [0.5, 0.0, 0.3], [-0.2, 0.1, 0.3], [-0.6, -0.8, 0.2], [-0.1, 0.6, -0.5], [-0.1, -0.5, -0.1], [-0.7, 0.0, 0.3], [0.1, 0.1, -0.1], [0.0, -0.1, -0.2], [-0.2, 0.3, -0.2], [0.8, 0.0, 0.4], [-0.5, 0.9, -1.8], [-0.2, 0.5, 1.2], [0.5, 0.0, -1.1], [-1.2, -0.7, -0.1], [-0.4, 0.6, 1.0], [0.2, 0.1, 0.4], [0.0, -0.4, 0.2], [0.0, 0.0, 0.1], [-0.1, -0.5, -0.1], [-0.2, -0.3, 0.3], [0.1, -0.1, 0.0], [-0.2, -0.2, 0.1], [0.0, 0.2, 0.5], [0.5, -0.2, -0.6], [0.7, 0.0, -0.5], [-0.3, -0.2, -1.3], [-0.6, -0.5, 1.2], [0.6, -0.1, 0.5], [-0.1, -0.2, -0.8], [-0.8, -1.2, -1.2], [0.0, 1.2, -0.6], [0.0, -0.5, 0.3], [0.0, 0.4, 0.0], [0.1, 0.4, 0.5], [0.1, 0.0, -0.1], [0.1, 0.2, 0.2], [0.0, 1.0, 0.7], [0.3, 0.2, 0.2], [0.0, 0.1, 0.0], [0.2, -0.2, 0.2], [0.1, -0.5, 0.4], [-0.7, 0.1, 0.0], [-0.3, -0.1, 2.0], [-0.3, 0.0, -1.9], [-0.1, 0.8, 0.3], [0.3, 0.7, 0.2], [-0.6, -0.9, 0.6], [0.0, -0.7, -0.6], [0.0, 0.4, 0.0], [0.9, 0.3, 0.2], [0.5, -0.3, -0.1], [-0.4, -0.3, -0.1], [-0.5, -0.1, -0.2], [0.7, -0.5, 0.0], [0.5, 0.1, -0.1], [0.3, 0.3, -0.3], [-0.4, 0.1, 0.1], [-0.2, 0.8, -1.0], [-0.1, -0.7, 2.2], [0.3, -0.6, -1.1], [1.9, 1.0, 0.9], [-2.5, -1.3, -1.3], [0.3, 0.8, 1.1], [1.1, -0.6, 0.3], [-0.1, 0.0, -0.4], [-0.4, -0.2, -0.3], [-0.4, 0.0, -0.2], [0.1, 0.8, 0.3], [0.1, 0.0, -0.1], [0.0, 0.1, 0.1], [0.1, 0.6, 0.0], [-0.3, -0.5, -0.3], [0.0, -0.2, -0.2], [0.0, 0.6, 0.2], [0.3, -0.2, -1.0], [-0.6, -1.3, 2.0], [0.7, -0.2, -0.7], [0.0, -0.9, 1.4], [-0.6, 0.8, 0.0], [0.0, -0.1, 0.2], [0.1, 0.1, -0.2], [0.3, -0.5, 0.1], [0.3, -0.1, -0.4], [-0.5, 0.7, -0.5], [0.6, 0.2, -0.6], [-0.6, 0.5, 0.6], [0.3, 0.6, -0.2], [0.1, 0.0, -0.7], [-0.3, -0.3, 0.0], [-0.1, -0.6, -0.3], [-1.0, 0.6, 1.1], [0.1, 0.0, -1.3], [0.2, -0.1, 0.2], [0.2, 0.0, 0.0], [0.0, -0.1, 0.0], [0.0, 0.1, 0.1], [0.3, -0.2, -0.2], [0.7, 0.0, 0.4], [-0.3, 0.6, 0.3], [0.0, -0.3, -0.1], [-0.1, 0.2, -0.4], [0.8, 0.3, -1.1], [-2.3, 0.4, 0.4], [-0.4, 0.6, 1.6], [1.6, -0.8, 0.3], [0.1, -0.1, -0.5], [-0.3, 0.0, 0.7], [-0.7, 0.4, -0.1], [0.8, -1.2, -0.3], [-0.1, -0.1, 0.5], [0.1, 0.1, -0.5], [-0.3, -0.3, -0.7], [0.4, 0.5, -0.2], [0.6, 1.5, -0.5], [0.1, -0.6, -1.2], [0.6, 0.0, 0.7], [-0.6, -0.2, 0.5], [-0.2, -0.7, -0.2], [0.4, 0.0, 0.4], [-0.3, 0.0, 0.6], [0.6, -0.4, 0.4], [0.0, -0.3, -0.4], [-0.4, -0.1, -0.1], [0.1, 0.2, -0.3], [-0.5, 0.4, -0.1], [0.3, -1.1, -0.4], [0.7, -0.4, -1.6], [0.1, 2.8, -0.6], [-0.8, -0.3, 1.4], [-0.1, 0.3, -0.2], [0.1, 0.6, -0.2], [0.1, -0.1, 0.5], [-0.1, -0.2, 0.5], [-0.1, -0.7, -0.5], [0.3, -0.5, -0.2], [0.1, -0.4, 1.1], [-0.5, 0.0, 0.3], [0.1, -0.4, -0.3], [0.6, 0.2, 1.2], [-0.3, 0.6, -0.3], [-0.2, -1.3, -0.8], [-0.4, 0.2, 0.5], [-0.6, 0.0, -0.2], [0.2, -0.2, -0.2], [0.4, 0.6, 0.4], [0.4, 0.4, 0.4], [-0.5, -0.4, -0.3], [0.2, 0.5, -0.2], [0.1, -0.1, -0.1], [-0.3, -1.5, -0.7], [-0.6, 0.0, 1.4], [-0.7, 0.7, 0.7], [1.9, 0.7, -0.4], [0.4, -0.2, -0.1], [-0.7, 0.5, 0.4], [-0.4, 0.2, -0.7], [-0.4, -0.4, -0.1], [0.1, -0.5, -0.7], [-0.2, 0.0, 0.0], [0.5, 0.3, -0.2], [0.4, 0.3, 0.2]],
  "de_lowest_kj_mol": 28.31,
  "molar_mass_da": 991.4,
  "homo_lumo_gap_ev": 9.3,
  "e_tot_ha": -3327.79302
}

{
  "formula": "C31H26N5O6PmS2",
  "method": "the ωB97M-V functional and the def2-TZVPD basis",
  "elements": ["Pm", "O", "C", "C", "C", "C", "C", "C", "C", "O", "N", "N", "C", "C", "C", "C", "C", "C", "N", "H", "H", "H", "H", "H", "H", "H", "H", "H", "H", "C", "C", "O", "C", "C", "C", "C", "C", "C", "O", "H", "H", "H", "H", "H", "H", "H", "O", "C", "C", "C", "C", "C", "C", "C", "O", "N", "N", "C", "S", "C", "C", "S", "H", "H", "H", "H", "H", "H", "H", "H", "H"],
  "coordinates": [[0.047, -0.404, -0.242], [-1.111, -0.730, 5.295], [-1.867, 0.232, 4.723], [-2.828, 0.922, 5.458], [-3.600, 1.912, 4.880], [-3.407, 2.245, 3.549], [-2.442, 1.584, 2.819], [-1.662, 0.573, 3.382], [-0.617, -0.002, 2.508], [-0.160, 0.759, 1.600], [-0.159, -1.238, 2.725], [0.584, -1.684, 1.702], [1.411, -2.673, 1.782], [2.077, -3.053, 0.547], [3.019, -4.088, 0.470], [3.629, -4.366, -0.737], [3.281, -3.622, -1.857], [2.331, -2.623, -1.707], [1.750, -2.336, -0.551], [-1.378, -0.837, 6.217], [-2.962, 0.680, 6.504], [-4.343, 2.426, 5.471], [-3.999, 3.023, 3.093], [-2.262, 1.834, 1.782], [1.626, -3.198, 2.710], [3.260, -4.667, 1.347], [4.361, -5.157, -0.808], [3.733, -3.816, -2.816], [2.019, -2.016, -2.552], [-2.809, -3.971, -0.725], [-2.444, -2.502, -0.822], [-1.274, -2.192, -0.501], [-3.411, -1.552, -1.280], [-4.674, -1.975, -1.756], [-5.587, -1.093, -2.263], [-5.271, 0.276, -2.308], [-4.076, 0.734, -1.835], [-3.085, -0.142, -1.293], [-1.989, 0.336, -0.842], [-1.952, -4.494, -0.304], [-3.027, -4.380, -1.710], [-3.673, -4.119, -0.081], [-4.912, -3.029, -1.734], [-6.542, -1.436, -2.635], [-5.988, 0.969, -2.727], [-3.833, 1.788, -1.868], [2.975, 3.844, -2.167], [2.173, 3.461, -3.168], [2.119, 4.281, -4.298], [1.318, 3.956, -5.370], [0.537, 2.807, -5.337], [0.580, 1.990, -4.228], [1.396, 2.291, -3.135], [1.433, 1.328, -2.013], [0.821, 0.217, -2.134], [2.168, 1.668, -0.966], [2.212, 0.748, 0.071], [3.046, 1.056, 0.991], [3.187, 0.101, 2.444], [4.730, 0.923, 3.018], [4.663, 2.376, 2.615], [4.105, 2.466, 0.875], [2.896, 3.177, -1.446], [2.731, 5.168, -4.302], [1.303, 4.596, -6.241], [-0.092, 2.555, -6.179], [-0.021, 1.093, -4.177], [5.567, 0.409, 2.545], [4.781, 0.808, 4.099], [5.641, 2.851, 2.663], [3.947, 2.929, 3.224]],
  "atomic_forces_ev_per_a": [[-0.7, -0.5, -0.2], [0.1, -0.2, 0.3], [-0.2, 0.2, -0.2], [0.0, -0.1, 0.1], [0.1, -0.1, 0.0], [-0.1, 0.1, -0.1], [0.0, 0.0, 0.0], [0.0, 0.0, 0.2], [0.7, -0.5, 0.7], [-0.3, 0.9, 0.7], [-0.7, -0.2, 0.9], [1.3, -0.6, 0.3], [-1.0, 0.7, 0.5], [0.5, -0.2, -0.8], [-0.4, 0.3, 0.2], [-0.1, 0.2, -0.2], [0.0, -0.1, 0.2], [0.1, 0.0, -0.2], [0.2, -0.5, 0.2], [0.0, 0.1, -0.2], [0.0, -0.1, 0.1], [0.0, 0.0, 0.1], [-0.1, 0.1, -0.1], [0.0, 0.0, 0.0], [-0.1, 0.0, 0.0], [0.0, 0.0, 0.2], [0.0, 0.0, 0.0], [0.0, 0.0, -0.1], [0.1, 0.0, 0.0], [0.3, 0.2, 0.1], [0.0, -0.3, 0.0], [-1.0, -1.2, -0.3], [0.3, 0.7, 0.0], [0.0, 0.1, 0.0], [-0.1, -0.3, 0.0], [0.2, 0.0, 0.1], [0.2, 0.1, 0.0], [-0.6, -0.4, -0.1], [-0.5, 0.3, -0.1], [0.0, 0.0, 0.0], [-0.1, 0.0, -0.1], [-0.1, 0.0, 0.0], [0.0, 0.0, 0.0], [0.0, -0.1, 0.0], [0.0, 0.1, 0.0], [0.0, 0.0, 0.0], [0.2, 0.2, 0.0], [-0.1, 0.0, -0.1], [0.1, 0.0, 0.0], [0.1, 0.0, 0.1], [-0.1, -0.1, -0.1], [0.0, 0.0, 0.0], [0.0, -0.1, 0.0], [1.2, 0.7, 0.0], [0.6, 0.1, -1.6], [-0.1, 0.5, -0.4], [0.8, 0.2, 0.1], [0.0, 0.2, -0.3], [0.3, 0.2, 0.4], [-0.4, -0.4, -0.3], [-0.3, 0.1, -0.4], [0.0, -0.2, 0.3], [-0.1, -0.1, 0.0], [0.1, 0.1, 0.0], [0.0, 0.1, 0.0], [-0.1, 0.0, 0.0], [0.0, 0.0, 0.0], [0.0, 0.1, 0.1], [0.0, -0.1, 0.0], [0.0, 0.0, 0.0], [0.1, 0.0, 0.0]],
  "molar_mass_da": 773.7,
  "homo_lumo_gap_ev": [7.3, 7.3],
  "e_tot_ha": -3327.03817,
  "multiplicity": 5,
  "s2": 6.00
}

What is the formula in the first record?
C46H118O20